i:
27
Properties=species:S:1:pos:R:3 method="wB97M-V/def2-TZVPD" e_homo_ha=-0.2902 smiles=Cn1ccnc1[SiH2]C(C)(C)C charge=0
C 2.79 1.72 -0.13
C 3.50 0.53 -0.24
C 1.23 0.29 0.39
C -2.01 1.61 0.51
C -1.65 0.30 -1.55
C -3.10 -0.59 0.23
C 2.90 -1.90 0.02
C -1.80 0.20 0.03
N 1.54 1.52 0.34
N 2.75 -0.51 0.13
Si -0.37 -0.65 0.99
H 2.94 2.79 -0.29
H 4.44 0.30 -0.58
H -1.35 2.39 0.23
H -2.91 2.08 0.33
H -1.99 1.59 1.70
H -2.42 0.92 -1.78
H -1.67 -0.77 -1.87
H -0.80 0.87 -1.77
H -3.21 -1.32 -0.65
H -3.15 -1.35 1.09
H -3.91 0.06 0.18
H 2.14 -2.44 -0.48
H 3.71 -2.29 -0.64
H 3.09 -2.24 1.13
H -0.18 -1.04 2.47
H -0.50 -2.06 0.22

ii:
27
Properties=species:S:1:pos:R:3 method="wB97M-V/def2-TZVPD" e_homo_ha=-0.2746 charge=0
C 1.22 1.49 2.36
C 1.59 0.21 2.85
C 0.40 2.08 0.11
C 0.27 -0.06 -2.50
C -0.96 -0.83 -0.48
C -2.22 -0.11 -2.50
C 1.96 -2.09 2.84
C -0.99 0.16 -1.65
N 0.73 1.74 1.20
N 1.57 -0.88 2.20
Si -1.07 1.98 -1.02
H 1.30 2.33 3.04
H 1.91 0.23 3.91
H 0.27 -1.07 -2.91
H 0.31 0.65 -3.32
H 1.16 0.06 -1.89
H -0.95 -1.85 -0.86
H -1.84 -0.71 0.15
H -0.08 -0.69 0.14
H -3.14 0.03 -1.93
H -2.25 0.55 -3.36
H -2.21 -1.14 -2.87
H 2.94 -2.39 2.47
H 2.01 -2.01 3.94
H 1.25 -2.88 2.57
H -0.84 2.94 -2.10
H -2.36 2.24 -0.38

Most stable structure - ii; separation to the second - 1.200 eV.

i:
27
Properties=species:S:1:pos:R:3 method="wB97M-V/def2-TZVPD" e_homo_ha=-0.6131 charge=+2
Tl -25.68 -2.08 8.66
O -25.13 -3.26 7.12
H -24.35 -3.61 6.73
O -23.36 -4.73 5.05
H -23.61 -3.84 5.10
H -23.17 -4.97 5.97
O -27.73 -2.86 8.08
H -27.93 -3.24 7.23
H -28.58 -2.43 8.35
O -23.62 -1.03 7.88
H -22.90 -1.62 8.01
H -23.38 -0.12 7.54
O -26.59 -2.19 5.25
H -27.11 -2.82 4.77
H -25.95 -2.61 5.88
O -25.88 -5.82 6.44
H -25.01 -6.09 6.24
H -25.65 -4.87 6.60
O -23.17 -2.00 4.80
H -23.98 -1.58 5.05
H -23.09 -1.71 3.87
O -22.95 -5.56 7.63
H -22.74 -5.01 8.37
H -22.78 -6.43 8.01
O -23.87 -3.02 9.70
H -24.10 -3.89 10.10
H -23.30 -2.49 10.26

ii:
27
Properties=species:S:1:pos:R:3 method="wB97M-V/def2-TZVPD" e_homo_ha=-0.6218 charge=+2
Tl -0.30 -1.17 2.13
O 0.24 0.35 0.87
H -0.16 1.00 0.19
O 1.92 -1.38 2.19
H 2.59 -0.97 1.61
H 2.17 -2.33 2.17
O 0.28 -2.56 0.38
H 0.40 -2.41 -0.57
H 0.23 -3.54 0.41
O -1.31 0.00 -1.97
H -0.96 -0.79 -1.64
H -1.79 0.42 -1.29
O 0.28 2.31 -1.90
H -0.36 1.59 -2.17
H 0.02 3.21 -2.09
O -2.25 1.85 -0.34
H -1.96 1.94 0.58
H -3.16 1.56 -0.29
O 1.92 2.23 0.56
H 1.28 1.54 0.77
H 1.82 2.27 -0.35
O -2.15 -1.36 0.85
H -2.43 -2.11 0.29
H -2.97 -0.91 0.93
O 2.20 -0.36 -0.82
H 2.98 -0.26 -0.27
H 1.48 -0.10 -0.22

Most stable structure - i; separation to the second - 0.555 eV.

i:
52
Properties=species:S:1:pos:R:3 method="wB97M-V/def2-TZVPD" e_homo_ha=-0.3011 smiles="COc1ccc(CCNC(=O)C[C@H](Cc2ccccc2)C(=O)O)cc1OC" charge=0
C 2.27 3.00 2.79
O 2.18 2.32 1.56
C 1.84 0.99 1.57
C 1.50 0.30 2.73
C 1.18 -1.04 2.71
C 1.22 -1.76 1.52
C 1.56 -1.08 0.36
C 1.85 0.28 0.36
O 2.08 0.78 -0.89
C 2.66 2.05 -1.08
H 1.99 2.85 -0.75
H 3.61 2.14 -0.56
H 2.82 2.13 -2.16
H 1.62 -1.58 -0.59
C 0.92 -3.24 1.54
H 0.17 -3.43 2.31
H 1.82 -3.78 1.84
C 0.44 -3.82 0.22
N -0.67 -3.06 -0.32
C -0.66 -2.54 -1.56
O 0.24 -2.77 -2.36
C -1.84 -1.65 -1.90
H -2.48 -2.18 -2.61
H -2.42 -1.45 -1.00
C -1.38 -0.31 -2.51
C -1.25 -0.41 -4.05
O -1.79 0.36 -4.79
O -0.51 -1.41 -4.49
H -0.12 -1.97 -3.77
C -2.35 0.82 -2.14
C -2.10 1.30 -0.74
C -2.82 0.80 0.34
C -2.55 1.23 1.63
C -1.58 2.18 1.86
C -0.87 2.70 0.79
C -1.12 2.25 -0.50
H -0.57 2.66 -1.33
H -0.12 3.46 0.95
H -1.38 2.52 2.86
H -3.12 0.82 2.46
H -3.62 0.09 0.18
H -3.37 0.47 -2.26
H -2.19 1.64 -2.84
H -0.38 -0.06 -2.13
H -1.39 -2.80 0.33
H 1.23 -3.81 -0.54
H 0.13 -4.86 0.37
H 0.92 -1.54 3.63
H 1.48 0.82 3.67
H 2.60 4.01 2.54
H 1.30 3.05 3.29
H 3.01 2.54 3.45

ii:
52
Properties=species:S:1:pos:R:3 method="wB97M-V/def2-TZVPD" e_homo_ha=-0.3112 smiles="COc1ccc(C(=O)OCC(=O)N[C@H](C)CCc2ccccc2)c(OC)c1" charge=0
C 6.49 0.52 0.17
H 6.57 0.07 1.09
O 5.35 1.13 -0.31
C 4.19 0.16 -0.39
C 4.20 -1.35 -0.26
C 2.96 -1.99 -0.17
C 1.71 -1.46 -0.43
C 1.74 0.07 -0.98
C 2.87 0.81 -0.83
H 2.99 1.80 -0.93
O 0.51 0.80 -1.20
C 0.42 2.08 -1.58
H -0.48 2.02 -1.88
H 1.21 2.35 -2.26
H 0.77 2.56 -0.72
C 0.57 -2.27 -0.51
O 0.70 -3.54 -0.19
O -0.49 -1.73 -1.09
C -1.55 -2.32 -1.22
H -1.81 -2.91 -1.99
H -1.66 -3.19 -0.45
C -2.99 -1.43 -0.78
O -3.99 -1.87 -0.76
N -2.64 -0.16 -0.75
H -1.62 0.23 -1.27
C -3.51 0.83 -0.79
C -3.78 1.35 -2.11
H -4.55 2.43 -2.06
H -4.14 0.79 -2.77
H -2.85 2.01 -2.34
C -3.21 1.91 0.28
H -2.31 2.26 -0.05
H -3.96 2.60 0.39
C -3.13 1.01 1.69
C -1.86 0.30 1.90
C -0.57 1.24 1.98
C 0.60 0.35 1.97
C 0.55 -1.01 2.57
C -0.67 -1.66 2.27
C -1.95 -0.88 2.15
H -2.69 -1.62 2.18
H -0.81 -2.71 2.61
H 1.38 -1.61 2.49
H 1.46 0.74 2.21
H -0.70 2.18 1.77
H -2.99 1.86 2.46
H -3.88 0.37 1.90
H -4.38 0.14 -0.48
H 3.04 -2.87 -0.12
H 4.96 -1.60 0.24
H 6.82 -0.19 -0.68
H 7.15 1.41 0.03

Most stable structure - i; separation to the second - 17.526 eV.

i:
56
Properties=species:S:1:pos:R:3 method="wB97M-V/def2-TZVPD" e_homo_ha=-0.3073 smiles="C[C@@H](c1ccco1)N(C(=O)c1ccc(S(=O)(=O)N2CCCCC2)cc1)c1ccccn1" charge=0
C -5.28 -0.65 1.51
H -6.34 -0.76 1.29
H -4.92 -1.57 1.96
H -5.14 0.17 2.21
C -4.51 -0.36 0.22
C -4.93 0.93 -0.41
C -5.98 1.77 -0.19
C -5.84 2.83 -1.12
C -4.72 2.56 -1.83
O -4.16 1.41 -1.41
H -4.22 3.08 -2.62
H -6.49 3.68 -1.23
H -6.75 1.66 0.54
N -3.07 -0.33 0.47
C -2.53 0.80 1.02
O -3.20 1.61 1.63
C -1.07 1.03 0.75
C -0.25 1.49 1.78
C 1.10 1.72 1.52
C 1.59 1.52 0.25
C 0.77 1.12 -0.79
C -0.57 0.87 -0.54
H -1.23 0.57 -1.34
H 1.19 1.01 -1.77
S 3.33 1.75 -0.10
O 3.48 2.66 -1.20
O 4.00 2.07 1.13
N 3.69 0.22 -0.67
C 3.76 -0.79 0.36
C 5.11 -0.80 1.08
C 6.24 -0.94 0.06
C 6.14 0.19 -0.96
C 4.77 0.15 -1.64
H 4.64 1.00 -2.31
H 4.65 -0.78 -2.21
H 6.25 1.15 -0.46
H 6.92 0.09 -1.72
H 7.20 -0.91 0.57
H 6.16 -1.91 -0.45
H 5.22 0.14 1.62
H 5.13 -1.63 1.80
H 2.95 -0.58 1.06
H 3.57 -1.76 -0.12
H 1.77 2.05 2.30
H -0.66 1.64 2.76
C -2.32 -1.44 0.10
N -2.77 -2.15 -0.93
C -2.10 -3.22 -1.32
C -0.92 -3.64 -0.72
C -0.47 -2.93 0.38
C -1.17 -1.82 0.81
H -0.86 -1.28 1.68
H 0.42 -3.24 0.90
H -0.40 -4.51 -1.09
H -2.53 -3.75 -2.16
H -4.66 -1.18 -0.49

ii:
56
Properties=species:S:1:pos:R:3 method="wB97M-V/def2-TZVPD" e_homo_ha=-0.2970 smiles="CCOc1ccccc1NC(=O)CSc1nc2ccccc2c(=O)n1C[C@H]1CCCO1" charge=0
C -1.73 -1.77 -2.38
C -2.32 -2.00 -0.99
O -2.48 -0.80 -0.26
C -3.54 0.03 -0.55
C -4.59 -0.27 -1.40
C -5.62 0.64 -1.60
C -5.60 1.86 -0.95
C -4.56 2.18 -0.10
C -3.52 1.28 0.10
N -2.43 1.54 0.93
C -2.07 2.72 1.49
O -2.70 3.75 1.47
C -0.70 2.64 2.18
H -0.50 3.58 2.69
H -0.64 1.79 2.86
S 0.64 2.44 0.96
C 0.76 0.69 0.87
N -0.05 -0.01 1.59
C 0.02 -1.37 1.54
C -0.84 -2.13 2.34
C -0.78 -3.50 2.28
C 0.12 -4.15 1.43
C 0.97 -3.41 0.64
C 0.93 -2.01 0.68
C 1.82 -1.22 -0.15
O 2.62 -1.67 -0.94
N 1.70 0.17 0.03
C 2.59 1.03 -0.73
H 2.93 0.45 -1.59
H 2.04 1.91 -1.08
C 3.80 1.50 0.10
H 3.44 1.85 1.07
C 4.88 0.42 0.24
H 5.44 0.57 1.16
H 4.46 -0.58 0.24
C 5.75 0.69 -0.98
H 5.33 0.21 -1.86
C 5.67 2.21 -1.10
H 6.46 2.69 -0.51
O 4.41 2.59 -0.56
H 5.73 2.57 -2.13
H 6.78 0.34 -0.85
H 1.68 -3.88 -0.03
H 0.15 -5.23 1.40
H -1.44 -4.09 2.90
H -1.53 -1.62 2.99
H -1.80 0.75 1.06
H -4.53 3.13 0.40
H -6.40 2.57 -1.11
H -6.43 0.39 -2.27
H -4.63 -1.21 -1.93
H -3.27 -2.54 -1.06
H -1.63 -2.60 -0.39
H -1.61 -2.72 -2.89
H -2.38 -1.12 -2.97
H -0.76 -1.29 -2.29

Most stable structure - ii; separation to the second - 1.905 eV.